Molecular formula: C29H21N4O4Pt
Method: DFT, wB97M-V/def2-TZVPD

CARTESIAN COORDINATES (ANGSTROEM)
Pt: 10.37263 10.46120 12.57375
C: 11.57102 11.41788 14.18375
C: 10.23872 11.77018 14.21817
C: 9.44921 10.65413 14.48993
C: 10.43194 9.55517 14.60118
C: 11.77638 9.99356 14.52682
H: 12.38304 12.06287 13.92522
H: 9.87779 12.78857 14.06101
H: 8.38970 10.44483 14.70974
H: 10.08693 8.54782 14.91674
H: 12.67417 9.42270 14.37393
C: 5.46601 8.67539 4.38359
O: 5.67326 9.99028 4.08925
C: 6.83882 10.56529 4.46350
C: 6.88243 11.86186 4.10551
C: 7.94699 12.75271 4.58524
C: 9.01407 12.22501 5.33008
C: 8.89578 10.82825 5.68299
C: 7.85243 9.99517 5.17119
N: 10.27316 12.79437 5.41169
N: 11.20803 12.40757 6.09418
C: 11.49620 12.33950 7.54956
C: 12.92399 11.86845 7.91247
C: 13.25244 11.36626 9.18665
C: 12.21836 11.35350 10.09596
O: 12.34641 10.42736 11.06640
C: 10.91750 12.07842 9.81784
N: 10.17923 12.07948 10.88130
C: 8.83858 12.60160 10.65215
C: 8.56570 13.37579 9.62762
C: 9.45815 13.43603 8.52652
C: 10.53094 12.80881 8.62261
H: 4.57731 8.40072 3.84801
H: 5.43737 8.52290 5.48959
H: 6.33354 8.05182 4.05714
H: 6.08278 12.25609 3.54293
H: 7.94790 13.78587 4.42892
H: 9.86220 10.41779 6.04195
H: 7.87239 8.92920 5.11896
H: 13.55950 12.03081 6.98860
H: 14.24859 10.83638 9.51895
H: 8.28999 12.64694 11.61252
H: 7.56404 13.73468 9.76060
H: 8.95854 13.89789 7.59394
O: 10.47525 9.67119 9.26134
C: 9.84635 8.86489 9.97717
N: 9.62396 8.94698 11.34464
C: 8.61672 7.99916 11.65163
O: 8.15001 7.99819 12.73105
C: 8.32692 7.16490 10.38606
C: 7.47959 6.09941 10.31585
C: 7.50218 5.38524 9.05282
C: 8.29690 5.83356 8.03472
C: 8.96873 7.04742 8.11268
C: 9.07981 7.66880 9.35798
H: 6.85020 5.72810 11.09663
H: 7.02615 4.46314 8.88788
H: 8.17752 5.33860 7.10522
H: 9.57871 7.48966 7.34605

For the total energy, the calculation gives -47794.5036 eV. The expectation value of S² is 6.073. The HOMO energy (spin up / spin down) is -9.48 / -11.18 eV. The value obtained for the HOMO-LUMO gap (spin up / spin down) is 0.2032 / 0.2070 Ha. As for the spin multiplicity: 5. As for the total charge: +1. As for the energy above the lowest of the compared OMol25 structures with the same formula, charge and spin: 145.0 kcal/mol. The LUMO energy (spin up / spin down) is -4.0 / -5.5 eV.

natural (NBO) population analysis, charges in e, atoms 1 to 6: Pt 1.17; C -0.21; C -0.30; C -0.28; C -0.22; C -0.19

Molecular formula: C21H57N4O9Zn
Method: DFT, wB97M-V/def2-TZVPD

CARTESIAN COORDINATES (ANGSTROEM)
Zn: -2.58275 0.27346 2.02707
O: 0.76666 1.18210 0.26653
C: -0.41419 0.85671 0.82390
O: -0.59796 -0.15937 1.50569
O: -1.44262 1.51605 0.69900
H: 1.34499 0.51723 0.64745
C: 2.44631 -0.14367 3.72600
C: 3.78838 0.01013 3.05687
C: 4.76907 -1.05297 3.44195
O: 3.59152 0.05949 1.65291
H: 1.90735 -1.03788 3.41294
H: 1.75637 0.65571 3.45570
H: 2.52744 -0.12407 4.81280
H: 4.22857 0.95406 3.37833
H: 4.36088 -2.04837 3.26679
H: 4.99337 -1.06174 4.50858
H: 5.72638 -0.82187 2.97478
H: 3.12658 -0.73966 1.39446
C: 1.07665 3.29111 -2.61171
C: 0.69043 3.91860 -3.94620
C: -0.00362 2.90864 -4.90615
O: -0.30365 3.50745 -6.17415
C: -0.56967 2.56639 -7.26262
N: -0.17821 4.93537 -3.52374
H: 1.84882 2.55335 -2.82978
H: 0.24652 2.78030 -2.12378
H: 1.55418 3.98496 -1.91987
H: 1.57205 4.37397 -4.39729
H: -0.97238 2.67278 -4.46573
H: 0.55765 1.97650 -4.97080
H: -0.99088 3.07984 -8.12692
H: -1.34062 1.85947 -6.95602
H: 0.37866 2.07416 -7.47819
H: -0.81826 5.07615 -4.29226
H: -0.78117 4.52541 -2.82482
C: 2.85160 -4.01849 -0.04089
C: 1.59622 -3.56318 0.76985
C: 1.84243 -4.04239 2.22740
O: 2.02116 -5.46889 2.22679
C: 2.28410 -5.89998 3.55004
N: 1.47444 -2.11112 0.70307
H: 3.74651 -3.50785 0.31473
H: 2.93928 -3.64108 -1.05969
H: 3.00339 -5.09784 -0.03228
H: 0.71123 -4.06082 0.37332
H: 0.97175 -3.81148 2.84115
H: 2.72052 -3.56911 2.66678
H: 3.28794 -5.61436 3.86440
H: 2.31960 -6.98757 3.48702
H: 1.61745 -5.58193 4.35162
H: 1.39150 -1.94665 -0.28999
H: 0.59533 -1.78389 1.07746
C: -3.31895 2.10471 5.68375
C: -3.40295 1.44698 4.31038
C: -3.82324 2.40643 3.16517
O: -3.98441 1.64831 2.00146
C: -4.68201 2.31205 0.92757
N: -2.12683 0.85203 3.95996
H: -4.23063 2.57440 6.05299
H: -2.52037 2.84645 5.69679
H: -2.97597 1.40656 6.44732
H: -4.12217 0.64265 4.46488
H: -3.11289 3.21342 2.98553
H: -4.78047 2.87719 3.38923
H: -4.06558 3.14791 0.59675
H: -5.67371 2.64074 1.23838
H: -4.78055 1.73007 0.01123
H: -1.86252 0.21463 4.69750
H: -1.36675 1.51115 4.04903
C: -0.68665 -3.74565 -2.78654
C: -0.98524 -2.40760 -2.02316
C: 0.02097 -1.28558 -2.28008
O: 1.37262 -1.61882 -2.19717
C: 2.25764 -0.58514 -2.52040
N: -2.34452 -1.97049 -2.38300
H: -1.55983 -4.39260 -2.70227
H: 0.22313 -4.24106 -2.44749
H: -0.56048 -3.58425 -3.85712
H: -0.97090 -2.62566 -0.95529
H: -0.20827 -0.48534 -1.57639
H: -0.22145 -0.87055 -3.25838
H: 2.15548 -0.28171 -3.56232
H: 3.26344 -0.96880 -2.34935
H: 2.06422 0.31138 -1.93139
H: -2.61663 -1.36047 -1.62542
H: -2.91860 -2.78691 -2.22807
C: -2.77924 2.34659 -2.27011
O: -2.11487 3.46420 -1.70788
H: -3.67820 2.65721 -2.80255
H: -2.07610 1.79469 -2.89389
H: -3.05070 1.72100 -1.41979
H: -1.39312 3.12675 -1.17235

For the total energy, the calculation gives -95498.9805 eV. The HOMO energy is -10.51 eV. The value obtained for the HOMO-LUMO gap is 0.2026 Ha. As for the total charge: +1. As for the energy above the lowest of the compared OMol25 structures with the same formula, charge and spin: 53.6 kcal/mol. The LUMO energy is -5.0 eV.

Mulliken population analysis, charges in e, atoms 1 to 6: Zn 0.39; O -0.38; C 0.93; O -0.77; O -0.70; H 0.23

Molecular formula: C27H38Cl2FO9PS2
Method: DFT, wB97M-V/def2-TZVPD

CARTESIAN COORDINATES (ANGSTROEM)
C: 3.06114 2.62924 1.43983
C: 2.64984 4.00694 0.86280
O: 1.38580 4.33072 1.42754
C: 0.64960 5.23351 0.63186
C: -0.76940 4.71115 0.29613
O: -1.24762 3.78103 1.26085
C: -2.56626 3.41032 0.93303
C: -2.60134 2.10308 0.14500
C: -2.84546 2.03559 -1.16343
P: -3.17776 3.43135 -2.29994
S: -1.61162 4.07307 -3.27131
C: -2.89190 0.67027 -1.82671
O: -3.65132 0.52293 -2.76274
C: -2.01107 -0.38839 -1.22735
C: -1.46250 -1.38503 -1.99865
C: -1.74238 -1.48143 -3.47779
C: -0.76834 -0.65872 -4.36571
C: 0.23953 0.21101 -3.61470
F: -0.04332 -1.48327 -5.23143
C: -0.61978 -2.30634 -1.38709
S: 0.10227 -3.60356 -2.40785
C: -0.35457 -2.27208 -0.02631
C: 0.54538 -3.32488 0.60938
O: 1.80928 -3.49559 -0.01153
C: 2.48976 -2.27421 -0.20118
O: 3.85715 -2.55056 -0.20416
C: 4.62034 -1.74555 0.67862
C: 5.45779 -0.68056 -0.07133
O: 5.51243 0.52041 0.71164
C: -0.96257 -1.27949 0.73519
C: -0.73527 -1.25744 2.24272
C: 0.49714 -0.41226 2.69128
C: 0.08973 0.38017 3.95135
O: -0.57657 -0.10140 4.83609
O: 0.56276 1.67787 4.01517
C: -1.76009 -0.32657 0.14339
C: -2.38536 0.80096 0.91057
O: -2.76463 0.76190 2.06103
H: 4.09359 2.65432 1.79364
H: 2.37436 2.40237 2.25596
H: 2.93934 1.84373 0.68798
H: 2.61190 3.91625 -0.22933
H: 3.40705 4.74176 1.17037
H: 1.18704 5.48330 -0.29095
H: 0.52115 6.18355 1.17470
H: -0.67826 4.17657 -0.65792
H: -1.41888 5.59099 0.19354
H: -3.09043 4.21314 0.40376
H: -3.14746 3.21748 1.84476
H: -3.90284 4.43050 -1.61831
H: -4.07912 2.90482 -3.24807
H: -1.68904 -2.51546 -3.82858
H: -2.75000 -1.15000 -3.72178
H: -1.36169 0.02285 -4.98648
H: 0.95811 -0.39484 -3.05322
H: -0.28103 0.95926 -3.01009
H: 0.81072 0.77305 -4.36312
H: 0.86094 -2.85017 -3.24042
H: 0.72095 -3.17584 1.67925
H: 0.01334 -4.28440 0.51425
H: 2.17916 -1.54626 0.56531
H: 2.20067 -1.88320 -1.19340
H: 4.04764 -1.27974 1.48905
H: 5.33804 -2.42438 1.16405
H: 6.48756 -1.03979 -0.17703
H: 5.00897 -0.41999 -1.03026
H: 6.11269 0.38956 1.45082
H: -1.61896 -0.90801 2.77145
H: -0.57440 -2.26599 2.61908
H: 0.90630 0.22943 1.90773
H: 1.27197 -1.10483 3.04860
H: 1.52623 1.60868 3.97223
Cl: -1.72581 -5.53865 -0.17737
C: -3.20232 -5.97806 0.71821
C: -3.77347 -4.80114 1.46729
Cl: -2.72738 -4.29636 2.81889
H: -2.95877 -6.79996 1.38725
H: -3.92506 -6.33542 -0.01405
H: -4.73829 -5.07012 1.89483
H: -3.91536 -3.94326 0.81321

For the total energy, the calculation gives -105761.3583 eV. The SMILES is CCOCCOCC1=C([PH2]=S)C(=O)c2c(C[C@@H](C)F)c(S)c(COCOCCO)c(CCC(=O)O)c2C1=O.ClCCCl. The HOMO energy is -8.94 eV. The value obtained for the HOMO-LUMO gap is 0.2772 Ha. As for the total charge: 0. The LUMO energy is -1.4 eV.

Mulliken population analysis, charges in e, atoms 1 to 6: C -0.26; C -0.45; O -0.24; C -0.76; C 0.18; O -0.25

Molecular formula: C3H5N
Method: DFT, wB97M-V/def2-TZVPD

CARTESIAN COORDINATES (ANGSTROEM)
C: 1.37242 0.08514 -0.00890
C: 0.19640 0.70822 0.04151
C: -1.00214 -0.14123 0.00659
N: -2.18608 0.23239 -0.05764
H: 2.24942 0.70720 0.01448
H: 1.51859 -0.90670 -0.04393
H: 0.24106 1.85671 0.06033
H: -0.60457 -1.25453 0.24064
H: -2.80405 -0.52863 0.03130

For the total energy, the calculation gives -4680.3895 eV. The SMILES is [H]/N=C/C=C. The HOMO energy is -9.98 eV. The value obtained for the HOMO-LUMO gap is 0.3982 Ha. As for the total charge: 0. As for the energy above the lowest of the compared OMol25 structures with the same formula, charge and spin: 33.8 kcal/mol. The LUMO energy is 0.9 eV.

natural (NBO) population analysis, charges in e, atoms 1 to 6: C -0.33; C -0.26; C 0.11; N -0.60; H 0.20; H 0.18

Molecular formula: C2H5Cl2N2
Method: DFT, wB97M-V/def2-TZVPD

CARTESIAN COORDINATES (ANGSTROEM)
C: 2.14212 -0.52853 -0.15677
C: -2.22200 -0.20089 0.31627
N: 1.23343 0.28862 0.22492
N: -1.23734 -0.10336 -0.49058
Cl: 3.84618 -0.37878 0.00260
Cl: -3.79599 -0.29804 0.05934
H: 1.62816 -1.42073 -0.55742
H: -1.94543 -0.26844 1.42879
H: -0.24064 -0.08598 -0.31366
H: 1.43571 1.29584 0.62094
H: -1.46478 0.22885 -1.44936

For the total energy, the calculation gives -30166.0559 eV. The expectation value of S² is 2.005. The HOMO energy (spin up / spin down) is -11.45 / -14.57 eV. The value obtained for the HOMO-LUMO gap (spin up / spin down) is 0.3136 / 0.1344 Ha. As for the spin multiplicity: 3. As for the total charge: +1. As for the energy above the lowest of the compared OMol25 structures with the same formula, charge and spin: 80.3 kcal/mol. The LUMO energy (spin up / spin down) is -2.9 / -10.9 eV.

natural (NBO) population analysis, charges in e, atoms 1 to 6: C 0.12; C -0.30; N -0.69; N -0.74; Cl 0.09; Cl 0.73

Molecular formula: C17H36HfNO2PSi
Method: DFT, wB97M-V/def2-TZVPD

CARTESIAN COORDINATES (ANGSTROEM)
Hf: 0.34268 -0.03245 0.00197
Si: -0.94880 -2.38455 -0.29956
P: -0.86244 -0.39675 -2.38237
N: -1.11653 1.24936 0.24594
H: 2.89933 -0.56297 -0.08625
C: -0.25799 1.09936 -3.26901
H: -0.62185 1.08909 -4.30716
H: 0.83944 1.13521 -3.25959
H: -0.62842 1.99689 -2.75705
C: -0.44771 -1.66468 -3.63341
H: -0.91207 -1.37270 -4.58703
H: -0.82634 -2.64595 -3.32389
H: 0.64045 -1.73098 -3.76220
C: -2.66105 -0.13853 -2.61486
H: -2.88835 -0.13719 -3.69202
H: -2.95146 0.82425 -2.17462
H: -3.22452 -0.93347 -2.11555
C: 0.22033 -3.88664 -0.41318
H: 1.15952 -3.70837 0.13165
H: 0.45097 -4.13026 -1.46027
H: -0.28561 -4.75127 0.04602
H: -1.47648 -2.41576 1.11266
H: -2.11143 -2.82972 -1.12809
C: -2.27202 1.80764 0.62860
C: -3.51495 3.77279 1.38658
C: -2.38203 3.21656 0.82244
C: -3.42898 1.00314 0.91991
C: -4.55446 1.57660 1.49580
C: -4.60456 2.95475 1.74447
H: -3.56957 4.84687 1.56881
H: -1.51832 3.83071 0.54778
H: -3.38005 -0.07126 0.71140
H: -5.40967 0.94576 1.76167
H: -5.48412 3.39133 2.21691
C: 2.94313 -0.11265 -1.16925
O: 1.73196 0.63502 -1.21567
C: 4.06272 0.88462 -1.40833
H: 5.01272 0.38036 -1.60645
H: 4.19772 1.53440 -0.54200
H: 3.80702 1.51762 -2.27138
C: 2.99568 -1.26247 -2.16259
H: 2.62020 -0.96410 -3.15438
H: 2.42866 -2.14109 -1.81905
H: 4.04388 -1.58484 -2.26950
C: 0.31307 -0.43124 4.45221
C: -0.00229 0.10363 3.06809
O: 0.96433 -0.32207 2.04724
C: 2.38137 -0.50964 2.47950
C: 3.10805 0.81216 2.50018
H: 0.42941 -1.51868 4.45100
H: -0.52765 -0.19254 5.10761
H: 1.19035 0.05067 4.89163
H: -0.97820 -0.25409 2.71876
H: -0.01982 1.19972 3.05798
H: 2.35305 -0.98815 3.45930
H: 2.81146 -1.22253 1.75907
H: 2.60776 1.54445 3.14814
H: 4.11182 0.65458 2.90957
H: 3.20067 1.24007 1.49182

For the total energy, the calculation gives -42270.6965 eV. The HOMO energy is -6.20 eV. The value obtained for the HOMO-LUMO gap is 0.2380 Ha. As for the total charge: 0. As for the energy above the lowest of the compared OMol25 structures with the same formula, charge and spin: 0.0 kcal/mol. The LUMO energy is 0.3 eV.

natural (NBO) population analysis, charges in e, atoms 1 to 6: Hf 1.85; Si 0.23; P 0.94; N -1.06; H 0.11; C -0.95